i | A single C4H7NO2S molecule. Source: the Open Molecules 2025 dataset; level of theory: wB97M-V/def2-TZVPD.

Cartesian coordinates (Å):
C 0.63 1.76 -0.02
N 0.10 0.48 -0.36
C -1.25 0.17 -0.27
C -1.21 -1.37 0.17
C -0.01 -1.91 0.14
S 1.21 -0.65 -0.04
O 1.75 -0.25 1.25
O 2.16 -0.95 -1.07
H 0.71 1.96 1.12
H -0.15 2.61 -0.24
H 1.55 1.96 -0.51
H -1.76 0.39 -1.31
H -1.88 0.69 0.58
H -2.25 -1.89 0.34
H 0.40 -2.99 0.19

## Properties
* E_HOMO: -9.5 eV
* 2S+1: 1
* SMILES: CN1CC=CS1(=O)=O



ii | A single C4H7NO2S molecule. Source: the Open Molecules 2025 dataset; level of theory: wB97M-V/def2-TZVPD.

Cartesian coordinates (Å):
C 1.53 0.52 1.09
C 0.81 -0.78 0.73
N -0.56 -0.84 0.81
C -1.44 -0.12 0.03
O -2.60 -0.09 0.30
C -0.95 0.34 -1.40
O 0.24 0.38 -1.80
S -2.31 0.79 -2.31
H 2.57 0.40 0.61
H 1.47 0.69 2.16
H 1.21 1.35 0.47
H 1.39 -1.58 1.26
H 1.21 -0.75 -0.31
H -1.01 -1.08 1.77
H -1.54 0.75 -3.40

## Properties
* E_HOMO: -9.7 eV
* 2S+1: 1
* SMILES: CCNC(=O)C(=O)S



Which one is most stable, and which one is least stable? ii is the most stable of them, while i is the least stable.



i | A single C10H10N2 molecule. Source: the Open Molecules 2025 dataset; level of theory: wB97M-V/def2-TZVPD.

Cartesian coordinates (Å):
C 1.35 -2.16 2.76
C 0.87 -1.30 1.54
C 1.25 -1.60 0.21
C 0.93 -0.71 -0.83
C 0.04 0.39 -0.74
C -0.62 1.14 -1.82
N -0.01 1.00 -3.13
C -1.72 1.83 -1.50
C -2.01 2.04 -0.18
N -1.36 1.59 0.84
C -0.43 0.57 0.60
C 0.04 -0.22 1.71
H 0.89 -3.07 3.02
H 2.38 -2.36 2.53
H 1.31 -1.42 3.55
H 2.17 -2.24 0.11
H 1.35 -0.80 -1.88
H -0.10 1.93 -3.55
H -0.62 0.52 -3.79
H -2.58 2.09 -2.22
H -2.82 2.68 0.10
H -0.32 0.08 2.66

## Properties
* E_HOMO: -8.5 eV
* 2S+1: 1
* SMILES: Cc1ccc2c(N)ccnc2c1



ii | 2 unconnected molecules or ions with the total composition C10H10N2. Source: the Open Molecules 2025 dataset; level of theory: wB97M-V/def2-TZVPD.

Cartesian coordinates (Å):
C -4.14 -0.72 0.01
C -2.90 -1.39 -0.05
C -1.69 -0.62 0.09
N -1.71 0.70 -0.01
C -2.99 1.29 -0.12
C -4.16 0.64 -0.09
H -5.15 -1.21 0.00
H -3.01 -2.47 0.02
H -0.73 -1.04 0.62
H -3.01 2.40 -0.29
H -4.95 1.53 0.16
C 4.14 0.60 -0.11
C 4.04 -0.73 -0.15
C 2.89 -1.31 0.02
N 1.78 -0.62 0.02
C 1.79 0.70 0.26
C 2.95 1.35 0.16
H 5.05 1.22 -0.41
H 5.04 -1.35 -0.17
H 2.87 -2.36 -0.20
H 0.81 1.29 0.15
H 3.04 2.56 -0.15

## Properties
* E_HOMO: -9.2 eV
* 2S+1: 1
* SMILES: c1ccncc1.c1ccncc1



iii | 2 unconnected molecules or ions with the total composition C10H10N2. Source: the Open Molecules 2025 dataset; level of theory: wB97M-V/def2-TZVPD.

Cartesian coordinates (Å):
C -3.14 -0.86 2.05
C -2.47 0.36 1.76
C -1.27 0.32 1.08
N -0.67 -0.83 0.81
C -1.31 -2.02 1.01
C -2.57 -2.04 1.67
H -4.06 -0.75 2.64
H -2.87 1.33 2.02
H -0.74 1.17 0.83
H -0.73 -2.92 0.85
H -3.04 -2.95 1.93
C 3.00 1.20 -2.26
C 2.45 -0.14 -2.31
C 1.37 -0.35 -1.41
N 0.76 0.61 -0.67
C 1.38 1.68 -0.39
C 2.48 2.05 -1.34
H 3.80 1.36 -3.06
H 2.67 -0.96 -2.97
H 0.97 -1.30 -1.47
H 0.71 2.34 0.24
H 3.13 2.96 -1.17

## Properties
* E_HOMO: -8.5 eV
* 2S+1: 1
* SMILES: c1ccncc1.c1ccncc1



Which one is most stable, and which one is least stable? i is the most stable of them, while ii is the least stable.



i | A gas-phase ion, C5H11NP (charge +1). Source: the Open Molecules 2025 dataset; level of theory: wB97M-V/def2-TZVPD.

Cartesian coordinates (Å):
C -1.85 -1.57 -0.48
N -1.52 -0.53 0.20
C -2.03 0.72 -0.26
C -0.54 -0.67 1.21
P 1.05 -1.30 0.35
C 1.89 0.13 0.24
C 3.18 0.44 -0.46
H -1.65 -2.61 -0.11
H -2.50 -1.63 -1.38
H -3.03 0.50 -0.87
H -2.20 1.40 0.59
H -1.33 1.26 -0.74
H -0.41 0.24 1.71
H -0.85 -1.39 2.08
H 1.37 1.00 0.70
H 3.40 -0.62 -0.85
H 4.03 0.66 0.31
H 3.18 1.16 -1.26

## Properties
* E_HOMO: -13.4 eV
* net charge: +1
* 2S+1: 1
* SMILES: C=[N+](C)C/P=C/C



ii | A gas-phase ion, C5H11NP (charge +1). Source: the Open Molecules 2025 dataset; level of theory: wB97M-V/def2-TZVPD.

Cartesian coordinates (Å):
C 3.09 0.01 0.20
C 2.01 0.68 0.44
P 0.55 0.74 -0.73
N 0.11 -1.15 -0.84
C -1.02 -1.09 0.11
C -1.01 0.43 0.37
C -2.20 1.18 -0.07
H 3.15 -0.71 -0.65
H 4.06 0.20 0.74
H 1.83 1.47 1.20
H -0.11 -1.58 -1.79
H 0.88 -1.63 -0.48
H -0.84 -1.79 0.98
H -2.03 -1.33 -0.29
H -0.87 0.70 1.36
H -2.63 0.81 -1.06
H -2.94 0.74 0.63
H -2.02 2.30 -0.11

## Properties
* E_HOMO: -13.7 eV
* net charge: +1
* 2S+1: 1
* SMILES: C=CP1[NH2+]C[C@@H]1C



Which one is most stable, and which one is least stable? ii is the most stable of them, while i is the least stable.



i | 2 unconnected molecules or ions with the total composition CH2F2N2. Source: the Open Molecules 2025 dataset; level of theory: wB97M-V/def2-TZVPD.

Cartesian coordinates (Å):
C 0.28 -0.84 -0.24
N 0.45 -1.79 0.53
N 0.40 0.48 0.05
F -0.16 -0.92 -1.51
F -1.44 0.94 0.81
H 0.56 0.99 0.89
H -0.09 1.14 -0.53

## Properties
* E_HOMO (alpha / beta): -11.5 / -10.9 eV
* 2S+1: 1



ii | A single CH2F2N2 molecule. Source: the Open Molecules 2025 dataset; level of theory: wB97M-V/def2-TZVPD.

Cartesian coordinates (Å):
C -1.04 1.51 -0.32
N -0.24 0.40 -0.36
N 0.43 -0.56 0.33
F -1.78 1.62 -1.48
F -1.86 1.83 0.67
H 0.02 0.13 -1.35
H 0.24 -0.39 1.31

## Properties
* E_HOMO (alpha / beta): -9.0 / -8.7 eV
* 2S+1: 1



Which one is most stable, and which one is least stable? ii is the most stable of them, while i is the least stable.